Here is one molecule with the formula C5H8O in a non-equilibrium geometry from the Open Molecules 2025 dataset. Energies are from wB97M-V/def2-TZVPD.

Values from the calculation:
E_tot in eV: -7359.226
E_HOMO in eV: -9.22
Frontier orbital gap in Eh: 0.37706
Energy relative to the best compared isomer or geometry (same formula, charge and spin) in kcal per mole: 69.9

Atoms and positions in Å:
C -0.70 0.47 -1.12
C -0.04 -0.71 -1.11
C 1.13 -0.97 -0.29
O 1.47 0.21 0.62
C 0.17 0.39 1.22
C -0.79 1.11 0.22
H -1.70 0.42 -1.52
H -0.42 -1.43 -1.82
H 0.99 -1.91 0.46
H 2.00 -1.11 -0.91
H -0.23 -0.63 1.62
H 0.39 0.89 2.16
H -1.88 1.10 0.58
H -0.39 2.19 -0.12

Here is one molecule with the formula C5H8O from the Open Molecules 2025 dataset. Energies are from wB97M-V/def2-TZVPD.

Values from the calculation:
E_tot in eV: -7358.018
E_HOMO in eV: -9.84
Frontier orbital gap in Eh: 0.39607
Energy relative to the best compared isomer or geometry (same formula, charge and spin) in kcal per mole: 97.7

Atoms and positions in Å:
C 0.16 -1.34 1.12
C 0.78 -1.09 -0.26
C -0.01 -0.14 -1.07
C -0.81 0.51 -1.79
C -0.20 1.57 -0.53
O -1.22 1.80 0.38
H -0.84 -1.77 1.02
H 0.78 -2.03 1.71
H 0.06 -0.40 1.68
H 1.81 -0.74 -0.16
H 0.82 -2.02 -0.83
H 0.00 2.41 -1.20
H 0.71 1.43 0.06
H -2.05 1.81 -0.13

Here is one molecule with the formula C5H8O from the Open Molecules 2025 dataset. Energies are from wB97M-V/def2-TZVPD.

Values from the calculation:
E_tot in eV: -7358.688
E_HOMO in eV: -8.82
Frontier orbital gap in Eh: 0.30947
Energy relative to the best compared isomer or geometry (same formula, charge and spin) in kcal per mole: 82.3

Atoms and positions in Å:
C 2.00 -0.50 0.70
C 1.00 0.57 0.76
C -0.91 0.21 -1.45
C -1.45 0.36 -0.03
C -0.36 0.24 1.00
O -0.53 0.03 2.21
H 3.03 -0.15 0.81
H 1.77 -1.29 1.43
H 1.90 -0.97 -0.29
H -0.08 0.90 -1.63
H -1.69 0.44 -2.19
H -0.56 -0.81 -1.64
H -1.92 1.35 0.11
H -2.21 -0.38 0.21

Here is C5H8O as an isolated structure in a non-equilibrium geometry from the Open Molecules 2025 dataset. Energies are from wB97M-V/def2-TZVPD.

Values from the calculation:
E_tot in eV: -7357.241
E_HOMO in eV: -8.73
Frontier orbital gap in Eh: 0.35978
Energy relative to the best compared isomer or geometry (same formula, charge and spin) in kcal per mole: 115.6

Atoms and positions in Å:
C 1.49 -1.45 -0.69
C 2.51 -0.91 -0.04
C -2.03 0.47 -0.39
C -1.05 1.61 -0.13
O -0.90 1.12 1.27
C -1.67 0.11 0.86
H 1.34 -1.30 -1.76
H 0.76 -2.08 -0.19
H 2.66 -1.08 1.03
H 3.25 -0.29 -0.54
H -0.03 1.46 -0.53
H -1.34 2.65 -0.25
H -1.86 -0.79 1.43
H -3.12 0.48 -0.07

Here is one molecule with the formula C5H8O in a non-equilibrium geometry from the Open Molecules 2025 dataset. Energies are from wB97M-V/def2-TZVPD.

Values from the calculation:
E_tot in eV: -7360.168
E_HOMO in eV: -9.22
Frontier orbital gap in Eh: 0.37636
Energy relative to the best compared isomer or geometry (same formula, charge and spin) in kcal per mole: 48.1

Atoms and positions in Å:
C 0.84 1.12 -1.07
C 1.41 0.00 -0.64
C 0.41 -1.12 -0.43
C -0.13 -0.35 0.78
C -1.56 0.15 0.89
O 0.67 -0.19 1.68
H 1.19 2.11 -0.82
H -0.01 1.01 -1.75
H 2.39 -0.05 -0.15
H 0.76 -2.08 -0.03
H -0.20 -1.26 -1.33
H -2.02 -0.69 1.42
H -2.09 0.31 -0.05
H -1.66 1.04 1.53

Here is one molecule with the formula C5H8O in a non-equilibrium geometry from the Open Molecules 2025 dataset. Energies are from wB97M-V/def2-TZVPD.

Values from the calculation:
E_tot in eV: -7358.179
E_HOMO in eV: -8.32
Frontier orbital gap in Eh: 0.34412
Energy relative to the best compared isomer or geometry (same formula, charge and spin) in kcal per mole: 94.0

Atoms and positions in Å:
O 2.06 -0.59 0.28
C 1.17 0.43 0.08
C 0.31 0.36 -1.18
C -0.97 0.34 -0.38
C -1.02 -0.78 0.63
C -0.38 0.48 0.99
H 1.70 -1.38 -0.16
H 1.12 1.21 0.80
H 0.46 -0.58 -1.73
H 0.41 1.18 -1.90
H -1.89 0.80 -0.72
H -0.37 -1.65 0.52
H -1.99 -0.99 1.07
H -0.73 1.15 1.79

Here is one molecule with the formula C5H8O from the Open Molecules 2025 dataset. Energies are from wB97M-V/def2-TZVPD.

Values from the calculation:
E_tot in eV: -7360.309
E_HOMO in eV: -8.88
Frontier orbital gap in Eh: 0.36770
Energy relative to the best compared isomer or geometry (same formula, charge and spin) in kcal per mole: 44.9

Atoms and positions in Å:
C 1.38 0.01 -1.22
C 0.60 -0.97 -0.77
C -0.88 -0.87 -0.53
O -1.35 0.46 -0.34
C -0.86 1.15 0.72
C -0.06 0.72 1.68
H 0.97 0.99 -1.46
H 2.45 -0.13 -1.34
H 1.05 -1.93 -0.51
H -1.43 -1.23 -1.41
H -1.17 -1.50 0.32
H -1.20 2.18 0.66
H 0.30 1.41 2.44
H 0.32 -0.30 1.73

Here is one molecule with the formula C5H8O from the Open Molecules 2025 dataset. Energies are from wB97M-V/def2-TZVPD.

Values from the calculation:
E_tot in eV: -7361.412
E_HOMO in eV: -9.39
Frontier orbital gap in Eh: 0.38127
Energy relative to the best compared isomer or geometry (same formula, charge and spin) in kcal per mole: 19.5

Atoms and positions in Å:
C 1.94 0.57 -0.95
C 1.05 0.80 0.02
C 0.47 -0.30 0.88
C -0.71 -0.95 0.16
C -1.96 -0.12 -0.01
O -0.62 -2.07 -0.29
H 2.32 -0.43 -1.14
H 2.30 1.38 -1.58
H 0.67 1.81 0.18
H 1.21 -1.08 1.06
H 0.14 0.11 1.85
H -2.79 -0.76 -0.33
H -2.23 0.41 0.92
H -1.79 0.64 -0.78

Here is C5H8O as an isolated structure from the Open Molecules 2025 dataset. Energies are from wB97M-V/def2-TZVPD.

Values from the calculation:
E_tot in eV: -7357.696
E_HOMO in eV: -8.52
Frontier orbital gap in Eh: 0.34940
Energy relative to the best compared isomer or geometry (same formula, charge and spin) in kcal per mole: 105.1

Atoms and positions in Å:
C -1.85 0.43 0.20
C -0.43 0.11 -0.16
C 0.64 -0.48 0.75
C 1.73 -0.29 -0.32
C 0.83 0.37 -1.41
O -0.28 -0.52 -1.40
H -1.91 1.02 1.12
H -2.39 -0.51 0.35
H -2.34 0.98 -0.61
H 0.82 0.13 1.64
H 0.41 -1.51 1.06
H 2.56 0.35 -0.01
H 2.13 -1.22 -0.73
H 0.09 1.19 -0.49

Here is one molecule with the formula C5H8O from the Open Molecules 2025 dataset. Energies are from wB97M-V/def2-TZVPD.

Values from the calculation:
E_tot in eV: -7360.076
E_HOMO in eV: -9.45
Frontier orbital gap in Eh: 0.38035
Energy relative to the best compared isomer or geometry (same formula, charge and spin) in kcal per mole: 50.2

Atoms and positions in Å:
C 0.86 -1.88 -1.27
C 1.50 -0.81 -0.42
C 0.75 0.04 0.25
C -0.11 0.63 1.04
C -0.98 1.86 0.87
O -2.32 1.50 0.59
H 1.24 -1.96 -2.29
H 1.01 -2.86 -0.80
H -0.21 -1.69 -1.30
H 2.59 -0.82 -0.31
H -0.36 0.04 1.93
H -0.60 2.57 0.12
H -1.06 2.42 1.81
H -2.30 0.97 -0.22

Here is one molecule with the formula C5H8O from the Open Molecules 2025 dataset. Energies are from wB97M-V/def2-TZVPD.

Values from the calculation:
E_tot in eV: -7360.496
E_HOMO in eV: -9.70
Frontier orbital gap in Eh: 0.39331
Energy relative to the best compared isomer or geometry (same formula, charge and spin) in kcal per mole: 40.6

Atoms and positions in Å:
C 0.15 1.14 -1.43
C -0.53 -0.01 -0.73
C 0.28 -1.12 -0.12
C -0.63 -0.29 0.75
C 0.19 0.04 1.95
O 0.78 1.04 2.27
H 1.05 1.47 -0.91
H 0.45 0.83 -2.44
H -0.52 2.00 -1.53
H -1.44 -0.34 -1.23
H 1.33 -0.84 0.00
H 0.10 -2.19 -0.13
H -1.54 -0.81 1.04
H 0.31 -0.92 2.52

Here is C5H8O as an isolated structure from the Open Molecules 2025 dataset. Energies are from wB97M-V/def2-TZVPD.

Values from the calculation:
E_tot in eV: -7357.056
E_HOMO in eV: -9.10
Frontier orbital gap in Eh: 0.36403
Energy relative to the best compared isomer or geometry (same formula, charge and spin) in kcal per mole: 119.9

Atoms and positions in Å:
C 0.64 -0.46 -1.97
C -0.18 0.43 -1.04
C -0.33 -0.24 0.30
C 0.16 -1.14 1.13
C -0.56 -0.10 1.94
O 0.17 0.75 2.73
H 0.13 -1.42 -2.15
H 0.77 0.04 -2.94
H 1.62 -0.68 -1.54
H 0.32 1.40 -0.91
H -1.17 0.64 -1.48
H -1.55 -0.30 2.36
H -1.10 0.61 0.95
H 1.10 0.48 2.62

Here is one molecule with the formula C5H8O from the Open Molecules 2025 dataset. Energies are from wB97M-V/def2-TZVPD.

Values from the calculation:
E_tot in eV: -7361.428
E_HOMO in eV: -9.44
Frontier orbital gap in Eh: 0.38013
Energy relative to the best compared isomer or geometry (same formula, charge and spin) in kcal per mole: 19.1

Atoms and positions in Å:
C -0.94 1.51 -0.51
C -0.56 0.10 -0.12
C 0.72 -0.57 -0.70
C 0.93 -1.32 0.63
C 0.02 -0.26 1.26
O -0.08 0.21 2.36
H -1.60 1.97 0.23
H -0.06 2.15 -0.62
H -1.47 1.50 -1.48
H -1.40 -0.58 -0.26
H 0.60 -1.16 -1.61
H 1.50 0.18 -0.85
H 0.42 -2.30 0.63
H 1.94 -1.45 1.03

Here is one molecule with the formula C5H8O from the Open Molecules 2025 dataset. Energies are from wB97M-V/def2-TZVPD.

Values from the calculation:
E_tot in eV: -7359.596
E_HOMO in eV: -8.34
Frontier orbital gap in Eh: 0.33997
Energy relative to the best compared isomer or geometry (same formula, charge and spin) in kcal per mole: 61.3

Atoms and positions in Å:
C -1.33 -0.71 -0.02
C 0.37 1.75 0.66
C 0.20 1.15 -0.71
C 0.12 -0.35 -0.44
C 1.08 -0.48 0.74
O 0.92 0.82 1.40
H -1.40 -1.79 0.12
H -1.70 -0.24 0.91
H -2.05 -0.42 -0.80
H 1.10 1.50 -1.26
H -0.65 1.56 -1.25
H 0.42 -0.97 -1.29
H 2.14 -0.61 0.49
H 0.79 -1.23 1.47

Here is one molecule with the formula C5H8O in a non-equilibrium geometry from the Open Molecules 2025 dataset. Energies are from wB97M-V/def2-TZVPD.

Values from the calculation:
E_tot in eV: -7359.065
E_HOMO in eV: -9.40
Frontier orbital gap in Eh: 0.38372
Energy relative to the best compared isomer or geometry (same formula, charge and spin) in kcal per mole: 73.6

Atoms and positions in Å:
C -1.84 -0.17 0.36
C -0.37 0.20 0.19
C 0.28 1.07 -0.81
C 0.69 -0.40 -0.68
C 1.61 -0.52 0.50
O 0.82 0.39 1.29
H -1.96 -0.96 1.10
H -2.46 0.68 0.65
H -2.27 -0.57 -0.57
H 0.93 1.70 -0.22
H -0.20 1.51 -1.68
H 0.57 -1.16 -1.44
H 2.67 -0.28 0.32
H 1.54 -1.50 0.98

Here is one molecule with the formula C5H8O from the Open Molecules 2025 dataset. Energies are from wB97M-V/def2-TZVPD.

Values from the calculation:
E_tot in eV: -7359.809
E_HOMO in eV: -8.61
Frontier orbital gap in Eh: 0.35280
Energy relative to the best compared isomer or geometry (same formula, charge and spin) in kcal per mole: 56.4

Atoms and positions in Å:
C -0.32 -1.56 1.81
C -0.55 -1.24 0.36
C 0.22 -0.63 -0.50
C 0.75 -0.03 -1.54
O 0.66 1.30 -1.85
C 0.16 2.13 -0.82
H -1.03 -1.00 2.43
H -0.51 -2.63 1.99
H 0.70 -1.32 2.14
H -1.54 -1.53 -0.01
H 1.33 -0.56 -2.30
H 0.96 2.33 -0.09
H -0.14 3.07 -1.30
H -0.69 1.68 -0.31

Here is one molecule with the formula C5H8O from the Open Molecules 2025 dataset. Energies are from wB97M-V/def2-TZVPD.

Values from the calculation:
E_tot in eV: -7360.154
E_HOMO in eV: -9.52
Frontier orbital gap in Eh: 0.37890
Energy relative to the best compared isomer or geometry (same formula, charge and spin) in kcal per mole: 48.5

Atoms and positions in Å:
C -1.13 -1.41 2.06
C -0.49 -0.83 0.90
C 0.07 -0.50 -0.12
C 0.34 0.33 -1.29
C 0.62 1.73 -0.75
O 1.43 -0.06 -2.11
H -1.34 -0.70 2.86
H -0.42 -2.15 2.45
H -2.06 -1.90 1.76
H -0.60 0.33 -1.86
H 1.56 1.71 -0.19
H 0.70 2.45 -1.57
H -0.19 2.03 -0.08
H 1.50 -1.02 -2.07